1.
The following is a quantum chemistry calculation of a 17-piece molecular cluster, C13H48BNO24 overall, from the Open Molecules 2025 dataset.

The net charge is -2. The LUMO energy comes out at 3.19 eV.

CARTESIAN COORDINATES (ANGSTROEM)
C 1.024 -5.473 2.067
C 0.641 -4.598 0.819
C -0.432 -3.563 1.248
C 0.161 -2.388 2.012
C 1.334 -1.781 1.215
C 2.418 -2.790 0.838
N 1.782 -3.956 0.225
O 2.681 -4.793 -0.440
C 3.186 -3.191 2.115
C 3.376 -2.086 -0.110
C 0.032 -5.559 -0.199
H 1.937 -6.004 1.790
H 0.218 -6.186 2.273
H 1.196 -4.888 2.966
H -1.118 -4.142 1.882
H -1.041 -3.287 0.381
H 0.363 -2.763 3.020
H -0.616 -1.634 2.183
H 1.716 -0.982 1.862
H 0.884 -1.285 0.350
H 3.857 -4.020 1.895
H 2.512 -3.420 2.934
H 3.756 -2.318 2.467
H 2.998 -1.982 -1.126
H 4.345 -2.591 -0.070
H 3.647 -1.070 0.216
H -0.989 -5.950 -0.071
H 0.628 -6.474 -0.230
H -0.015 -5.088 -1.183
O -2.842 0.250 0.302
C -1.812 0.884 0.189
O -1.194 1.147 -0.903
B 0.084 1.781 -0.632
O 0.283 1.684 0.860
C -0.861 1.208 1.370
O -1.130 1.018 2.513
O 0.175 3.210 -1.019
C 1.060 3.387 -1.965
O 1.240 4.363 -2.631
C 1.802 2.011 -2.170
O 1.191 1.157 -1.410
O 2.673 1.758 -2.967
O -3.625 2.494 -2.092
H -3.172 3.196 -2.572
H -3.230 1.677 -2.423
O 1.562 3.480 2.777
H 1.486 4.325 2.319
H 1.123 2.843 2.190
O -2.863 -0.993 4.602
H -3.325 -1.775 4.285
H -2.966 -0.350 3.886
O 5.951 1.439 -2.515
H 5.113 1.033 -2.255
H 5.772 1.821 -3.379
O 0.353 -0.233 -4.157
H 0.434 0.178 -5.026
H 0.494 0.490 -3.536
O 0.668 6.630 -4.235
H 0.827 5.804 -3.746
H 0.729 6.374 -5.160
O -5.210 2.863 0.206
H -4.697 3.171 0.962
H -4.546 2.528 -0.430
O 2.649 3.839 -5.351
H 2.778 2.970 -5.742
H 2.624 3.672 -4.396
O -1.412 6.138 -0.411
H -0.646 6.058 -0.993
H -2.171 6.092 -1.001
O -0.757 3.633 4.953
H -0.230 3.789 4.163
H -1.440 2.992 4.675
O -4.446 0.359 2.511
H -4.248 0.416 1.559
H -5.314 0.766 2.606
O 3.187 -1.176 -4.288
H 2.938 -0.257 -4.128
H 3.655 -1.169 -5.129
O -2.009 -1.468 -1.996
H -2.374 -0.920 -2.696
H -2.117 -0.949 -1.184
O -4.625 -2.588 0.871
H -3.875 -2.151 1.294
H -4.284 -2.871 0.014
O -3.178 2.454 4.014
H -3.191 1.791 3.307
H -3.539 1.990 4.778

Atom charges from the Mulliken analysis, given in e for atoms 1 to 2:
1 C -2.15
2 C 1.87


2.
The following is a quantum chemistry calculation of C45H77F9N2O22Y as an isolated structure, from the Open Molecules 2025 dataset.

The net charge is +1. The LUMO energy comes out at -7.07 eV.

CARTESIAN COORDINATES (ANGSTROEM)
Y 0.508 -4.144 6.141
C -1.488 11.050 6.942
C -1.003 11.200 5.599
C 0.494 11.255 5.514
N 1.147 11.155 4.095
C 2.672 11.494 4.404
C 3.581 11.253 3.123
C 3.401 9.913 2.276
C 1.892 9.725 2.109
C 0.942 9.747 3.431
C 0.695 12.303 3.254
H -1.393 10.050 7.365
H -2.574 11.130 6.981
H -1.172 11.771 7.696
H -1.238 12.156 5.131
H -1.396 10.348 5.043
H 0.865 10.398 6.076
H 0.818 12.195 5.960
H 2.805 10.586 4.993
H 2.898 12.353 5.036
H 4.607 11.403 3.460
H 3.537 12.180 2.551
H 3.767 9.064 2.853
H 3.860 9.883 1.288
H 1.675 8.712 1.769
H 1.405 10.460 1.468
H 1.367 9.009 4.110
H -0.102 9.569 3.172
H -0.325 12.111 2.922
H 1.192 12.398 2.289
H 0.911 13.230 3.784
C -0.943 -0.999 -0.284
O 0.014 -1.221 -1.294
O -0.425 -1.682 0.852
C -1.211 0.561 -0.283
F -2.360 0.977 0.169
F -0.340 1.243 0.467
F -1.062 1.023 -1.528
C -0.272 -2.063 -2.423
C 0.892 -2.583 -3.254
H 1.589 -3.080 -2.580
H 0.417 -3.326 -3.895
H 1.429 -1.877 -3.887
H -1.020 -1.537 -3.016
H -0.751 -2.951 -2.008
H -1.919 -1.460 -0.433
C 1.774 2.599 9.190
O 3.118 3.049 9.176
O 1.898 1.233 8.905
C 0.898 3.115 10.418
F -0.350 2.828 10.412
F 1.572 2.756 11.506
F 0.851 4.405 10.352
C 3.537 4.091 10.048
C 5.094 4.292 9.826
H 5.371 4.235 8.773
H 5.336 5.313 10.122
H 5.739 3.628 10.401
H 3.501 3.931 11.126
H 3.094 5.043 9.758
H 1.429 3.203 8.351
C -5.390 -6.249 5.807
O -4.626 -7.302 5.185
O -4.344 -5.436 6.228
C -6.540 -5.643 4.937
F -6.645 -6.519 3.874
F -7.709 -5.572 5.532
F -6.198 -4.393 4.541
C -4.919 -8.650 5.656
C -4.345 -9.668 4.743
H -3.418 -9.338 4.275
H -4.213 -10.519 5.412
H -4.931 -9.962 3.872
H -5.988 -8.861 5.702
H -4.557 -8.756 6.678
H -5.832 -6.642 6.723
O -4.230 2.603 -8.834
C -3.328 1.897 -9.278
O -3.445 0.687 -9.833
C -4.769 0.330 -10.392
C -4.494 -1.018 -11.043
C -1.952 2.216 -8.873
H -5.055 0.974 -11.223
H -5.494 0.361 -9.579
H -4.173 -1.791 -10.344
H -3.907 -0.953 -11.959
H -5.510 -1.278 -11.339
H -1.380 2.295 -9.797
H -1.604 1.569 -8.067
H -2.064 3.185 -8.386
O 1.832 -8.707 3.587
C 2.145 -9.468 2.643
O 2.880 -10.562 2.765
C 3.633 -10.869 3.972
C 2.618 -11.396 4.996
C 1.639 -9.253 1.231
H 4.161 -10.009 4.382
H 4.463 -11.538 3.744
H 3.094 -12.173 5.594
H 1.641 -11.679 4.604
H 2.413 -10.525 5.618
H 2.004 -10.105 0.657
H 2.083 -8.353 0.805
H 0.549 -9.262 1.197
C 2.380 -8.005 -10.145
C 0.898 -8.041 -10.357
C 0.213 -9.305 -9.740
C -0.160 -8.980 -8.366
N -0.381 -8.684 -7.217
H 2.546 -8.140 -9.076
H 2.847 -7.054 -10.402
H 2.871 -8.725 -10.798
H 0.701 -7.998 -11.429
H 0.590 -7.063 -9.986
H 0.910 -10.141 -9.775
H -0.634 -9.665 -10.324
C -8.971 -2.237 -4.011
C -9.753 -2.399 -5.277
O -9.975 -1.055 -5.579
C -10.151 -0.373 -4.469
O -10.826 0.642 -4.445
O -9.558 -1.027 -3.459
H -7.905 -2.172 -4.234
H -9.177 -3.026 -3.289
H -10.747 -2.804 -5.087
H -9.149 -2.974 -5.979
C 8.792 -8.210 -4.397
C 10.055 -7.316 -4.118
O 11.128 -8.239 -4.424
C 10.657 -9.517 -4.544
O 11.347 -10.477 -4.851
O 9.348 -9.500 -4.304
H 8.357 -8.179 -5.395
H 8.099 -8.065 -3.568
H 10.043 -6.924 -3.101
H 10.048 -6.547 -4.890
C -4.435 7.270 -2.826
C -5.744 6.577 -2.986
O -6.358 6.689 -1.761
C -5.802 7.720 -1.047
O -6.206 8.158 0.020
O -4.679 8.047 -1.663
H -4.326 7.874 -3.727
H -3.574 6.601 -2.808
H -5.674 5.610 -3.484
H -6.390 7.186 -3.618
C 5.916 1.405 -1.906
C 5.605 1.784 -0.439
O 6.886 2.035 0.031
C 7.735 2.405 -0.962
O 8.846 2.883 -0.867
O 7.164 2.039 -2.105
H 5.094 1.707 -2.554
H 6.060 0.324 -1.920
H 5.185 0.915 0.069
H 4.916 2.603 -0.230

Atom charges from the Mulliken analysis, given in e for atoms 1 to 2:
1 Y 1.04
2 C -1.56


3.
The following is a quantum chemistry calculation of a 2-piece molecular cluster, C3H10NO overall, from the Open Molecules 2025 dataset.

As for the relative energy (zero: lowest compared OMol25 entry of this formula, charge and spin): 60.88 kJ/mol. The net charge is +1. The LUMO energy comes out at -4.89 eV.

CARTESIAN COORDINATES (ANGSTROEM)
C -0.517 -1.903 -1.433
C 0.044 -1.292 -0.145
C -0.087 0.944 -1.100
N -0.104 0.185 -0.083
H 0.133 -1.689 -2.281
H -1.523 -1.571 -1.691
H -0.505 -2.984 -1.287
H 1.095 -1.582 -0.043
H -0.405 -1.660 0.775
H -0.030 0.461 -2.071
H 0.188 1.991 -1.054
H -0.042 0.619 0.854
H 1.344 2.199 2.107
H 0.522 1.375 3.081
O 0.455 1.832 2.232

Atom charges from the natural (NBO) analysis, given in e for atoms 1 to 2:
1 C -0.64
2 C -0.24


4.
The following is a quantum chemistry calculation of H2O5P2 as an isolated structure, from the Open Molecules 2025 dataset.

As for the relative energy (zero: lowest compared OMol25 entry of this formula, charge and spin): 244.57 kJ/mol. The net charge is -2. The LUMO energy comes out at 7.38 eV.

CARTESIAN COORDINATES (ANGSTROEM)
O 1.409 1.261 -0.666
O 2.828 -0.002 1.043
O 1.312 -1.295 -0.556
O -0.916 1.289 0.451
O -0.971 -1.239 0.586
P -0.531 -0.033 1.417
P 1.526 0.062 0.300
H -0.063 1.523 -0.008
H 0.469 -1.238 -0.223

Atom charges from the natural (NBO) analysis, given in e for atoms 1 to 2:
1 O -1.22
2 O -1.23


5.
The following is a quantum chemistry calculation of C30H70O15 as an isolated structure, from the Open Molecules 2025 dataset.

As for the relative energy (zero: lowest compared OMol25 entry of this formula, charge and spin): 2539.21 kJ/mol. The net charge is 0. The LUMO energy comes out at 0.45 eV.

CARTESIAN COORDINATES (ANGSTROEM)
C -0.050 2.141 2.220
O -1.048 3.203 2.241
C -0.586 4.393 1.543
C -1.793 4.704 0.728
O -2.014 3.857 -0.322
C -3.121 4.262 -1.109
C -3.063 3.289 -2.283
O -3.990 3.514 -3.314
C -3.876 4.679 -4.117
H 0.479 2.115 1.268
H -0.599 1.264 2.565
H 0.563 2.418 3.078
H 0.240 4.222 0.853
H -0.344 5.058 2.372
H -1.712 5.734 0.379
H -2.635 4.601 1.412
H -3.032 5.281 -1.485
H -4.118 4.275 -0.670
H -3.121 2.222 -2.068
H -2.080 3.285 -2.753
H -4.475 5.442 -3.617
H -4.629 4.640 -4.904
H -2.850 5.005 -4.285
C 5.176 -7.139 4.694
O 4.492 -8.097 3.848
C 3.164 -7.810 3.342
C 3.235 -6.502 2.447
O 3.359 -5.306 3.097
C 2.192 -4.529 3.430
C 1.472 -4.054 2.137
O 1.691 -2.659 2.021
C 0.672 -1.898 2.610
H 5.848 -7.557 5.444
H 4.439 -6.528 5.215
H 5.852 -6.421 4.229
H 2.478 -7.519 4.137
H 2.827 -8.688 2.791
H 2.429 -6.554 1.715
H 4.088 -6.686 1.795
H 2.519 -3.797 4.168
H 1.475 -5.224 3.868
H 0.429 -4.369 2.098
H 1.950 -4.482 1.256
H 1.151 -1.244 3.338
H -0.152 -2.341 3.169
H 0.377 -1.084 1.947
C 5.293 1.682 -2.015
O 5.652 1.048 -0.796
C 4.670 0.150 -0.248
C 4.273 0.768 1.115
O 3.270 1.834 0.829
C 3.020 2.725 1.897
C 2.187 2.113 3.126
O 2.956 1.219 3.903
C 2.112 0.477 4.847
H 6.165 2.193 -2.424
H 4.376 2.269 -1.959
H 5.068 0.943 -2.784
H 5.051 -0.867 -0.153
H 3.771 0.260 -0.854
H 5.181 1.062 1.642
H 3.870 -0.074 1.679
H 2.537 3.618 1.499
H 3.929 3.198 2.268
H 1.182 1.857 2.790
H 1.976 3.046 3.648
H 1.310 1.018 5.349
H 2.791 0.332 5.686
H 1.791 -0.456 4.383
C -3.118 0.750 -0.270
O -1.957 0.469 -1.082
C -1.665 1.325 -2.214
C -0.413 2.220 -1.973
O 0.882 1.625 -1.811
C 1.068 0.938 -0.587
C 2.461 0.283 -0.545
O 2.759 -0.803 0.414
C 2.412 -0.491 1.747
H -4.026 0.803 -0.870
H -3.028 1.716 0.227
H -3.393 -0.120 0.325
H -2.516 1.784 -2.718
H -1.436 0.514 -2.905
H -0.560 2.838 -1.087
H -0.098 2.962 -2.706
H 0.287 0.181 -0.511
H 1.035 1.657 0.231
H 3.138 1.137 -0.528
H 2.477 -0.187 -1.528
H 2.704 -1.111 2.595
H 1.325 -0.408 1.750
H 2.951 0.409 2.044
C -0.860 -1.908 -1.618
O -1.214 -1.807 -2.951
C -2.336 -0.925 -3.261
C -2.606 -0.936 -4.800
O -3.756 -0.244 -5.151
C -4.968 -0.954 -4.829
C -6.150 -0.036 -4.465
O -7.074 -0.726 -3.557
C -8.190 0.148 -3.217
H 0.127 -2.369 -1.598
H -1.532 -2.516 -1.011
H -0.731 -0.947 -1.119
H -2.142 0.132 -3.075
H -3.170 -1.240 -2.633
H -2.639 -1.949 -5.203
H -1.715 -0.476 -5.228
H -4.811 -1.413 -3.853
H -5.131 -1.870 -5.397
H -6.718 0.055 -5.391
H -5.792 0.952 -4.175
H -8.782 -0.314 -2.427
H -8.964 0.153 -3.984
H -7.873 1.171 -3.014

Atom charges from the Mulliken analysis, given in e for atoms 1 to 2:
1 C 0.66
2 O -0.56


6.
The following is a quantum chemistry calculation of an isolated molecule of C26H32N6O4, from the Open Molecules 2025 dataset.

As for the SMILES: CCC(C)(C)n1nnnc1[C@@H](C(C)C)N(Cc1ccco1)Cc1cc2cc3c(cc2[nH]c1=O)OCO3. As for the relative energy (zero: lowest compared OMol25 entry of this formula, charge and spin): 268.37 kJ/mol. The net charge is 0. The LUMO energy comes out at 0.49 eV.

CARTESIAN COORDINATES (ANGSTROEM)
C -2.525 -3.832 1.085
H -3.579 -4.069 1.204
H -1.953 -4.519 1.704
H -2.261 -3.985 0.043
C -2.288 -2.382 1.491
H -2.944 -1.740 0.900
H -2.552 -2.257 2.544
C -0.843 -1.874 1.321
N -0.566 -1.735 -0.104
C 0.536 -1.332 -0.796
N 0.247 -1.414 -2.076
N -1.001 -1.847 -2.163
N -1.494 -2.038 -1.014
C 1.853 -0.859 -0.271
N 1.764 0.564 -0.024
C 1.143 1.446 -0.998
C -0.289 1.749 -0.612
C -1.341 1.254 -1.307
C -2.693 1.436 -0.895
C -2.928 2.229 0.245
N -1.850 2.779 0.881
C -0.521 2.592 0.554
O 0.336 3.141 1.228
H -2.016 3.380 1.680
C -4.228 2.450 0.727
C -5.250 1.854 0.040
C -5.023 1.053 -1.093
C -3.767 0.831 -1.578
H -3.586 0.207 -2.436
O -6.225 0.591 -1.559
C -7.209 1.119 -0.700
O -6.587 1.904 0.298
H -7.766 0.296 -0.224
H -7.908 1.745 -1.276
H -4.410 3.059 1.597
H -1.172 0.678 -2.205
H 1.703 2.382 -1.039
H 1.145 0.990 -1.988
C 2.670 1.178 0.918
C 3.994 1.654 0.392
C 5.253 1.509 0.904
C 6.122 2.223 0.041
C 5.330 2.750 -0.928
O 4.043 2.417 -0.721
H 5.546 3.351 -1.788
H 7.183 2.323 0.135
H 5.528 0.965 1.785
H 2.143 2.045 1.339
H 2.873 0.474 1.730
H 2.012 -1.322 0.711
C 2.983 -1.421 -1.193
C 3.251 -0.570 -2.428
H 4.063 -1.011 -3.003
H 3.539 0.439 -2.152
H 2.366 -0.537 -3.058
C 4.272 -1.652 -0.408
H 4.999 -2.160 -1.038
H 4.092 -2.275 0.467
H 4.704 -0.711 -0.082
H 2.625 -2.400 -1.533
C 0.152 -2.854 1.953
H 0.315 -3.714 1.307
H 1.109 -2.378 2.147
H -0.243 -3.203 2.904
C -0.734 -0.496 1.980
H 0.195 0.000 1.711
H -0.774 -0.603 3.061
H -1.562 0.133 1.663

Atom charges from the natural (NBO) analysis, given in e for atoms 1 to 2:
1 C -0.62
2 H 0.22


Number 1: maximum force 2.45 eV Å⁻¹, electronic energy -65572.77754 eV, gap between HOMO and LUMO 2.51 eV. Number 2: maximum force 6.12 eV Å⁻¹, electronic energy -121410.74821 eV, gap between HOMO and LUMO 1.45 eV. Number 3: maximum force 1.53 eV Å⁻¹, electronic energy -6803.67971 eV, gap between HOMO and LUMO 11.43 eV. Number 4: maximum force 6.20 eV Å⁻¹, electronic energy -28850.04834 eV, gap between HOMO and LUMO 6.40 eV. Number 5: maximum force 7.22 eV Å⁻¹, electronic energy -62922.27581 eV, gap between HOMO and LUMO 8.72 eV. Number 6: maximum force 1.40 eV Å⁻¹, electronic energy -44610.87784 eV, gap between HOMO and LUMO 8.28 eV.